# 1
DFT (ωB97M-V with the def2-TZVPD basis set) results for C44H31N7P2ReSTe as an isolated structure.

Geometry as ORCA input:
```
! wB97M-V def2-TZVPD RIJCOSX def2/J DEFGRID3
* xyz 2 2
Re 0.201 0.114 0.379
Te 3.459 2.993 0.784
C 4.052 4.386 -0.669
C 5.379 4.413 -1.064
C 5.751 5.366 -2.009
N 4.906 6.239 -2.562
C 3.632 6.182 -2.163
C 3.154 5.286 -1.219
C 2.246 1.941 -0.613
P 2.382 0.136 -0.595
C 2.115 -0.539 -2.245
C 2.463 0.158 -3.401
C 2.214 -0.402 -4.644
C 1.615 -1.655 -4.741
C 1.269 -2.356 -3.595
C 1.519 -1.799 -2.346
C 4.008 -0.342 -0.027
C 5.125 -0.017 -0.798
C 6.389 -0.317 -0.322
C 6.542 -0.935 0.918
C 5.433 -1.258 1.684
C 4.161 -0.960 1.210
P 0.443 2.230 -0.717
C -0.006 2.165 -2.465
C -1.019 1.312 -2.895
C -1.339 1.230 -4.246
C -0.655 2.013 -5.164
C 0.361 2.865 -4.742
C 0.692 2.935 -3.399
C -0.030 3.842 -0.085
C 0.004 4.040 1.298
C -0.268 5.287 1.833
C -0.582 6.345 0.988
C -0.658 6.147 -0.385
C -0.387 4.898 -0.926
H 6.111 3.727 -0.658
H 6.782 5.427 -2.338
H 2.959 6.905 -2.613
H 2.117 5.316 -0.910
H 2.917 1.141 -3.331
H 2.494 0.135 -5.541
H 1.427 -2.088 -5.716
H 0.819 -3.338 -3.672
H 1.281 -2.365 -1.452
H 5.012 0.464 -1.763
H 7.260 -0.071 -0.915
H 7.534 -1.164 1.285
H 5.556 -1.732 2.649
H 3.292 -1.188 1.818
H -1.580 0.721 -2.178
H -2.126 0.565 -4.578
H -0.915 1.964 -6.214
H 0.894 3.472 -5.463
H 1.505 3.579 -3.077
H 0.233 3.215 1.959
H -0.235 5.435 2.905
H -0.777 7.326 1.403
H -0.933 6.966 -1.037
H -0.469 4.751 -1.994
N -3.708 -1.361 0.343
C -4.155 -0.045 0.189
C -5.433 0.475 0.024
C -5.521 1.846 -0.074
C -4.379 2.665 -0.007
C -3.115 2.136 0.150
C -3.020 0.751 0.237
N -1.900 -0.097 0.409
C -2.389 -1.338 0.477
C -1.466 -2.416 0.791
C -1.646 -3.733 1.036
S -0.173 -4.432 1.519
C 0.613 -2.946 1.360
N -0.166 -1.964 0.970
H -4.292 -2.182 0.384
H -6.312 -0.155 -0.021
H -6.493 2.304 -0.198
H -4.501 3.738 -0.075
H -2.244 2.768 0.219
H -2.547 -4.322 0.953
H 1.665 -2.820 1.574
N 0.536 0.668 2.170
C 0.375 0.863 3.326
C 0.189 1.064 4.639
C 0.464 2.341 5.229
N 0.688 3.383 5.660
C -0.313 -0.067 5.375
N -0.710 -1.025 5.871
*
```

As for the gap between HOMO and LUMO (spin up / spin down): 5.418 / 5.849 eV. For the LUMO energy (spin up / spin down), the calculation gives -7.32 / -7.26 eV. The energy comes out at -3505.23096 Eh. Its energy relative to the best compared isomer or geometry (same formula, charge and spin) is 60.2 kJ/mol. The calculation puts the HOMO energy (spin up / spin down) at -12.7 / -13.1 eV.

# 2
DFT (ωB97M-V with the def2-TZVPD basis set) results for a 7-piece molecular cluster, C44H32BrF3O31S overall.

Geometry as ORCA input:
```
! wB97M-V def2-TZVPD RIJCOSX def2/J DEFGRID3
* xyz 0 1
O 3.381 -1.389 -0.800
C 3.700 -2.415 -1.435
O 4.523 -3.376 -0.724
C 3.284 -2.781 -2.930
C 2.850 -1.537 -3.840
C 1.464 -0.843 -3.434
O 0.542 -1.682 -2.701
C 0.014 -2.742 -3.484
O -0.387 -2.678 -4.666
C -0.141 -4.177 -2.744
C -0.379 -5.386 -3.767
O -1.441 -6.067 -3.732
Br 0.985 -5.927 -5.118
S 1.719 0.817 -2.561
O 1.175 1.915 -3.470
O 3.184 1.145 -2.366
C 0.763 0.962 -0.965
F 1.441 1.964 -0.190
F -0.550 1.506 -1.179
F 0.745 -0.196 -0.162
H 5.350 -3.528 -1.244
H 2.523 -3.650 -2.918
H 4.230 -3.232 -3.428
H 3.743 -0.829 -3.908
H 2.701 -1.956 -4.911
H 0.947 -0.548 -4.430
H 0.718 -4.399 -2.021
H -1.102 -4.110 -2.102
C 5.540 -5.834 3.695
C 5.204 -5.659 4.975
C 4.303 -4.548 5.397
O 4.002 -4.429 6.573
C 3.815 -3.628 4.364
C 4.154 -3.802 3.084
C 5.032 -4.929 2.659
O 5.303 -5.064 1.478
O 3.714 -2.956 2.113
O 5.670 -6.490 5.948
H 6.191 -6.637 3.375
H 3.177 -2.816 4.685
H 4.099 -3.298 1.278
H 5.284 -6.155 6.782
C -3.806 5.249 -0.820
C -4.322 6.140 -1.670
C -4.037 6.073 -3.133
O -4.541 6.892 -3.882
C -3.146 5.012 -3.612
C -2.626 4.122 -2.762
C -2.933 4.172 -1.301
O -2.459 3.336 -0.554
O -1.794 3.134 -3.198
O -5.134 7.148 -1.233
H -4.006 5.284 0.243
H -2.933 4.986 -4.673
H -1.552 2.620 -2.402
H -5.376 7.652 -2.036
C -7.322 1.916 -1.657
C -8.052 1.661 -2.745
C -8.743 2.752 -3.490
O -9.386 2.485 -4.491
C -8.622 4.120 -2.975
C -7.895 4.375 -1.884
C -7.181 3.287 -1.155
O -6.510 3.554 -0.173
O -7.779 5.643 -1.398
O -8.194 0.393 -3.221
H -6.814 1.133 -1.109
H -9.143 4.899 -3.514
H -7.205 5.570 -0.609
H -8.763 0.474 -4.011
C -3.836 9.194 3.747
C -4.539 10.326 3.827
C -5.637 10.629 2.864
O -6.270 11.665 2.980
C -5.907 9.656 1.802
C -5.202 8.524 1.720
C -4.123 8.210 2.699
O -3.511 7.159 2.604
O -5.440 7.612 0.736
O -4.282 11.251 4.794
H -3.039 8.961 4.441
H -6.694 9.895 1.100
H -4.804 6.889 0.896
H -4.923 11.973 4.639
C -2.355 -5.766 2.558
C -1.566 -5.988 1.505
C -0.410 -5.097 1.199
O 0.304 -5.341 0.239
C -0.178 -3.945 2.076
C -0.970 -3.721 3.127
C -2.109 -4.627 3.449
O -2.800 -4.401 4.427
O -0.768 -2.654 3.948
O -1.784 -7.041 0.668
H -3.196 -6.405 2.793
H 0.654 -3.297 1.832
H -1.467 -2.713 4.628
H -1.082 -6.986 -0.009
C 8.515 -4.952 0.926
C 9.437 -4.929 1.891
C 10.608 -4.008 1.823
O 11.421 -4.000 2.730
C 10.734 -3.142 0.645
C 9.813 -3.169 -0.320
C 8.628 -4.069 -0.239
O 7.795 -4.054 -1.133
O 9.920 -2.371 -1.420
O 9.345 -5.745 2.977
H 7.659 -5.614 0.965
H 11.598 -2.492 0.599
H 9.134 -2.574 -1.965
H 10.127 -5.537 3.526
*
```

As for the gap between HOMO and LUMO: 7.673 eV. For the LUMO energy, the calculation gives -1.91 eV. The energy comes out at -7299.91401 Eh. Its energy relative to the best compared isomer or geometry (same formula, charge and spin) is 0.0 kJ/mol. The SMILES is O=C(O)CC[C@@H](OC(=O)CC(=O)Br)S(=O)(=O)C(F)(F)F.O=C1C=C(O)C(=O)C=C1O.O=C1C=C(O)C(=O)C=C1O.O=C1C=C(O)C(=O)C=C1O.O=C1C=C(O)C(=O)C=C1O.O=C1C=C(O)C(=O)C=C1O.O=C1C=C(O)C(=O)C=C1O. The calculation puts the HOMO energy at -9.6 eV.